Entry 1:
{
  "formula": "C6H11NO",
  "method": "ωB97M-V with the def2-TZVPD basis set",
  "e_above_lowest_kj_mol": 1006.39,
  "gap_ev": 8.6,
  "e_tot_ev": -9928.024,
  "homo_ev": -8.05,
  "elements": ["C", "C", "C", "C", "C", "C", "H", "H", "H", "H", "H", "H", "H", "H", "H", "H", "H", "N", "O"],
  "coordinates": [[2.35029, -0.27151, -0.22362], [1.11934, -0.25899, 0.62845], [-0.22869, -0.84211, 0.25413], [-2.20035, -0.05042, -0.19154], [-1.17638, 1.08543, 0.52246], [0.10436, 0.60560, 0.15606], [2.27054, -0.31336, -1.25028], [2.63960, -1.48184, -0.32548], [3.50252, 0.29176, 0.02309], [1.50471, -0.35289, 1.63881], [-0.69178, -0.87341, 1.24151], [-1.13181, -2.19981, -1.29363], [-2.97288, 0.10249, -1.22089], [-2.90805, -0.59230, 0.60610], [-1.56140, 2.06680, 0.04338], [-1.42856, 0.93591, 1.70760], [1.42244, 1.82473, -0.47709], [-1.05023, -1.03598, -0.82765], [0.43632, 1.35990, -1.01142]],
  "forces_ev_per_angstrom": [[5.003, -3.886, 0.620], [3.278, -0.705, 0.491], [2.734, -1.363, 0.920], [-2.108, -2.282, -3.047], [-6.312, 1.181, 2.506], [-0.534, 3.414, -0.418], [-0.883, 1.443, -2.326], [-0.118, 2.662, 1.343], [-3.938, -1.438, -0.189], [-0.972, -0.250, 0.407], [-0.190, -0.880, 0.052], [-0.622, 4.680, 2.381], [2.269, 0.420, 3.217], [1.809, 1.011, -1.590], [1.122, -1.189, 1.397], [0.518, 0.926, -2.894], [-4.437, -1.706, -3.263], [-1.811, -3.226, -1.870], [5.190, 1.189, 2.263]],
  "lowdin_charge": [-0.1072, -0.2270, -0.3440, -0.1128, -0.1218, -0.5865, 0.0167, 0.1343, 0.1633, 0.1401, 0.1196, 0.2182, 0.1468, 0.1083, 0.1311, 0.1637, 0.2570, -0.0413, -0.0582]
}

Entry 2:
{
  "formula": "C26H30F3N3O2S",
  "method": "ωB97M-V with the def2-TZVPD basis set",
  "e_above_lowest_kj_mol": 2.34,
  "gap_ev": 8.2,
  "e_tot_ev": -55000.364,
  "homo_ev": -7.86,
  "elements": ["F", "C", "F", "F", "S", "N", "C", "O", "C", "C", "C", "O", "H", "H", "H", "H", "C", "C", "C", "C", "C", "C", "N", "C", "N", "C", "C", "C", "C", "C", "C", "C", "C", "C", "C", "C", "C", "C", "C", "H", "H", "H", "H", "H", "H", "H", "H", "H", "H", "H", "H", "H", "H", "H", "H", "H", "H", "H", "H", "H", "H", "H", "H", "H", "H"],
  "coordinates": [[-0.67646, -1.39142, -2.93960], [-0.68517, -0.06531, -3.28039], [-0.45879, 0.06090, -4.61371], [-1.97319, 0.38744, -3.06979], [0.40885, 0.86872, -2.16434], [1.64593, 1.48429, -3.43403], [2.46147, 2.55415, -3.04932], [2.57402, 2.95425, -1.88525], [3.25141, 2.98880, -4.27923], [3.11398, 1.82608, -5.24098], [2.36410, 0.74842, -4.43082], [2.50426, -0.44850, -4.49995], [2.86688, 3.92005, -4.71379], [4.28828, 3.13226, -3.97315], [2.57486, 2.13753, -6.14882], [4.07603, 1.39835, -5.50249], [2.36619, 5.54686, 0.29513], [1.60149, 4.31475, 0.67459], [0.20055, 4.27989, 0.66504], [-0.49815, 3.09197, 0.90320], [-1.99530, 3.25985, 1.01678], [0.21998, 1.85894, 0.96681], [-0.43563, 0.63856, 1.27664], [-0.52987, -0.54002, 0.57760], [-1.23342, -1.39279, 1.41635], [-1.63288, -2.73996, 1.22317], [-0.76523, -3.69377, 0.64196], [0.47646, -3.20585, -0.02693], [-1.07500, -5.06797, 0.68435], [-2.21470, -5.54537, 1.36112], [-2.46718, -7.02840, 1.51634], [-3.13021, -4.58640, 1.82645], [-2.85365, -3.21323, 1.78795], [-3.93949, -2.31297, 2.28448], [-1.30709, -0.87205, 2.81441], [-0.74061, 0.50967, 2.72300], [1.63720, 1.91286, 1.03780], [2.53778, 0.72013, 1.06610], [2.27120, 3.15411, 1.05979], [3.43753, 5.35911, 0.44904], [2.19855, 5.79905, -0.76278], [2.05956, 6.39974, 0.91917], [-0.36735, 5.20268, 0.49787], [-2.61269, 2.61170, 0.37773], [-2.36425, 3.19173, 2.05623], [-2.19493, 4.30118, 0.69981], [0.97348, -4.03401, -0.55073], [0.22926, -2.40590, -0.74406], [1.20123, -2.79878, 0.69690], [-0.41090, -5.80009, 0.20669], [-3.50539, -7.24470, 1.80591], [-2.25435, -7.56611, 0.57998], [-1.81964, -7.46902, 2.29050], [-4.09511, -4.91132, 2.24817], [-4.86902, -2.90372, 2.29723], [-3.78116, -1.98435, 3.32238], [-4.11211, -1.44004, 1.64401], [-2.33805, -0.81564, 3.15973], [-0.71009, -1.52649, 3.46327], [0.20061, 0.61371, 3.28578], [-1.46671, 1.28775, 3.00656], [3.41544, 0.95604, 0.44614], [2.93331, 0.52185, 2.07303], [2.07686, -0.19581, 0.69072], [3.34701, 3.20659, 1.27427]],
  "forces_ev_per_angstrom": [[-0.036, 1.476, -0.696], [-1.279, -0.544, -0.357], [0.087, -0.194, 1.395], [1.247, -0.622, -0.135], [2.213, 0.413, -1.515], [-1.154, -0.728, 0.927], [-0.026, 0.674, 2.015], [-0.504, -0.522, -2.596], [0.139, 0.193, 0.510], [-0.252, -0.594, -0.130], [0.390, -0.412, 0.090], [-0.747, 1.210, -0.071], [0.040, -0.157, 0.429], [-0.096, 0.199, 0.001], [0.084, -0.504, 0.305], [0.024, -0.022, -0.268], [0.132, 0.181, 0.367], [-0.406, -0.329, 0.581], [0.552, -0.361, -0.008], [0.200, -0.440, -0.401], [-0.411, 0.413, -0.099], [1.003, 1.199, 0.105], [-0.161, -1.314, 0.119], [-1.559, 0.920, 0.735], [0.806, 1.225, -0.007], [-0.282, -1.531, 0.473], [-0.424, -0.105, 0.098], [0.516, -0.155, -0.566], [-0.412, 0.296, 0.478], [-0.091, 0.654, -0.408], [-0.010, -0.156, -0.091], [0.587, -0.328, 0.006], [0.561, 0.010, -0.624], [-0.760, -0.035, 0.302], [-0.371, -0.555, -0.003], [0.174, 0.540, -0.359], [-0.697, 0.486, 0.251], [0.456, -0.383, 0.167], [-0.056, 0.328, -0.665], [-0.255, 0.235, -0.136], [0.067, -0.095, 0.332], [0.132, -0.108, -0.269], [0.265, -0.356, -0.008], [0.379, -0.064, 0.244], [0.205, -0.180, -0.360], [-0.183, -0.560, 0.170], [-0.112, 0.217, 0.097], [0.333, -0.419, 0.305], [-0.256, 0.007, -0.167], [-0.112, 0.439, 0.226], [0.274, 0.150, -0.116], [-0.079, 0.157, 0.257], [-0.135, 0.204, -0.194], [0.563, 0.133, -0.172], [0.204, 0.348, -0.025], [-0.085, -0.029, -0.315], [0.200, -0.082, 0.169], [0.257, -0.244, 0.060], [-0.317, 0.064, -0.045], [-0.373, 0.204, -0.054], [0.417, -0.228, 0.114], [-0.278, -0.250, 0.086], [-0.194, 0.010, -0.101], [-0.039, 0.150, 0.010], [-0.359, -0.133, -0.465]],
  "lowdin_charge": [0.0615, -0.7969, 0.0948, 0.0403, 1.1515, -0.1593, -0.4432, 0.0724, -0.0799, -0.0760, -0.4299, 0.1156, 0.1308, 0.1265, 0.1318, 0.1212, -0.0539, -0.2811, -0.0145, -0.1939, -0.0485, -0.1996, -0.0815, 0.0094, -0.0473, -0.1389, -0.1923, -0.0615, -0.0029, -0.2657, -0.0623, -0.0183, -0.1984, -0.0658, -0.1054, -0.0974, -0.2224, -0.0383, -0.0327, 0.0777, 0.0844, 0.0812, 0.1177, 0.0842, 0.0774, 0.0721, 0.0810, 0.0472, 0.0865, 0.1187, 0.0737, 0.0785, 0.0816, 0.1165, 0.0786, 0.0750, 0.0929, 0.0840, 0.1357, 0.1306, 0.1159, 0.0855, 0.0882, 0.0601, 0.1272]
}

Entry 3:
{
  "formula": "C5H12Si2",
  "method": "ωB97M-V with the def2-TZVPD basis set",
  "e_above_lowest_kj_mol": 498.73,
  "gap_ev": [8.1, 7.6],
  "e_tot_ev": -21129.114,
  "homo_ev": [-9.27, -8.52],
  "elements": ["C", "C", "C", "C", "C", "Si", "Si", "H", "H", "H", "H", "H", "H", "H", "H", "H", "H", "H", "H"],
  "coordinates": [[4.29612, 0.06053, -0.27947], [3.15662, -0.32674, -0.10733], [-1.84668, -1.01350, 0.93464], [-0.68601, 1.85985, 0.57257], [-1.35264, 0.00483, -1.90018], [1.44038, -0.87227, 0.38756], [-0.66532, -0.01006, 0.00073], [5.22488, 0.55513, -0.31612], [-1.39264, -1.36626, 1.82202], [-2.73012, -0.51462, 1.10331], [-2.23926, -2.01386, 0.45428], [-1.08403, 1.98657, 1.62024], [0.18970, 2.47626, 0.43346], [-1.45706, 2.36955, -0.10804], [-0.78483, 0.83732, -2.50070], [-0.97173, -0.93370, -2.29895], [-2.46360, 0.24886, -1.96197], [1.40637, -1.94704, -0.70531], [1.95986, -1.40086, 2.84927]],
  "forces_ev_per_angstrom": [[-1.606, -0.186, 0.384], [0.063, 0.818, 0.458], [0.121, -3.827, -1.370], [-2.240, -0.098, -0.270], [1.750, 2.016, 0.577], [1.952, -1.508, 0.179], [-0.703, 2.996, -1.864], [0.580, -0.044, -0.237], [0.233, -0.102, 1.389], [-1.934, 1.492, 0.746], [1.110, 1.858, 0.349], [0.570, -0.153, -0.950], [0.550, -0.228, 0.121], [0.793, -0.732, 0.920], [-1.058, -1.424, 1.135], [-0.800, -0.188, -0.401], [1.472, -0.812, 0.159], [-0.184, -0.245, 0.994], [-0.669, 0.367, -2.319]],
  "lowdin_charge": [0.0129, -0.3795, -0.2561, -0.2412, -0.2163, 0.5215, 0.3572, 0.0113, 0.0003, -0.0003, 0.0942, 0.0337, 0.0019, 0.0387, 0.0487, -0.0097, 0.0428, -0.0783, 0.0185]
}

Entry 4:
{
  "formula": "C3H9N3O",
  "method": "ωB97M-V with the def2-TZVPD basis set",
  "e_above_lowest_kj_mol": 654.36,
  "gap_ev": 9.7,
  "e_tot_ev": -9768.757,
  "homo_ev": -8.88,
  "elements": ["C", "C", "C", "H", "H", "H", "H", "H", "H", "H", "H", "H", "N", "N", "N", "O"],
  "coordinates": [[1.36895, -1.80833, 0.26719], [0.47921, -0.85574, -0.66514], [-0.50388, -0.00886, 0.18175], [0.79851, -2.61684, 0.92324], [2.12479, -1.18142, 1.07142], [2.15217, -2.36591, -0.15793], [-0.00299, -1.50706, -1.37523], [1.18501, 0.30695, -2.37995], [2.25050, -0.09094, -1.48729], [-1.81969, -1.38641, 0.38220], [0.32578, 1.60890, -0.16584], [-2.19391, 1.22902, 0.74875], [1.45721, 0.11522, -1.32572], [-1.58601, -0.55308, 0.47673], [-0.22675, 1.23736, 0.40428], [-1.29963, 2.05559, 0.85635]],
  "forces_ev_per_angstrom": [[-0.027, 1.257, 4.064], [4.153, 0.758, 1.406], [0.875, -4.254, -2.489], [0.741, 2.054, -1.372], [-2.684, -1.205, -1.979], [0.590, -0.739, -1.692], [-0.592, 0.164, -0.212], [-0.191, -0.264, 2.822], [13.592, -4.498, -1.302], [-1.942, -9.296, -1.537], [5.833, 4.462, -5.822], [3.495, 2.481, 0.457], [-14.924, 3.826, -1.064], [-0.519, 10.264, 3.020], [-6.047, -1.382, 6.549], [-2.355, -3.629, -0.850]],
  "lowdin_charge": [-0.0754, -0.2616, -0.4539, 0.1029, 0.1426, 0.0135, 0.1225, 0.1469, -0.0939, -0.0453, 0.0237, 0.2236, 0.0701, 0.1682, 0.0171, -0.1009]
}

Entry 5:
{
  "formula": "C8H13BO3",
  "method": "ωB97M-V with the def2-TZVPD basis set",
  "e_above_lowest_kj_mol": 190.81,
  "gap_ev": [7.2, 7.2],
  "e_tot_ev": -15325.673,
  "homo_ev": [-8.73, -8.73],
  "elements": ["B", "C", "C", "C", "C", "C", "C", "C", "C", "O", "O", "O", "H", "H", "H", "H", "H", "H", "H", "H", "H", "H", "H", "H", "H"],
  "coordinates": [[1.05277, -2.07937, 0.65490], [1.41284, 1.59345, 0.49241], [1.57443, 1.44863, -0.88431], [0.20237, 1.29311, 1.08342], [0.62876, 0.83327, -1.58256], [-0.95664, 0.93241, 0.25309], [-0.53562, 0.31347, -1.05428], [-1.87965, 0.13619, 1.23154], [-1.55526, -0.30502, -1.91461], [2.11797, -1.19482, 1.11376], [1.16836, -3.34844, 1.18017], [0.10775, -1.70202, -0.19846], [2.30593, 1.70585, 1.05994], [2.55353, 1.69904, -1.38978], [0.17310, 1.14432, 2.17940], [0.98658, 0.64504, -2.55182], [-1.34263, 1.86750, -0.18305], [-1.42773, -0.82921, 1.26446], [-2.84526, -0.05117, 0.78033], [-2.17526, 0.73975, 2.20907], [-1.76300, -1.38038, -1.58114], [-1.21570, -0.33414, -2.98488], [-2.53259, 0.29216, -1.83029], [1.88802, -0.24048, 1.13450], [2.05695, -3.17912, 1.51819]],
  "forces_ev_per_angstrom": [[-0.079, 1.778, -0.627], [-1.427, -0.170, 1.943], [1.734, 0.903, -0.335], [2.765, 0.427, -0.250], [1.065, -0.142, -1.452], [0.003, -0.813, 1.148], [-1.051, -1.270, 1.671], [-1.717, 2.047, -0.385], [-1.474, -0.774, -0.728], [-0.564, 0.176, 0.178], [0.699, 0.332, -0.138], [-0.673, 1.047, -0.329], [0.409, 0.524, 0.706], [-1.289, -0.172, 0.740], [-0.260, 0.522, -0.757], [-0.547, -0.692, -1.530], [-0.575, 0.281, 0.360], [0.488, -0.628, 1.000], [-0.376, 0.000, -0.308], [1.290, -1.463, -1.894], [0.361, 1.534, -0.256], [-0.418, 0.052, 1.022], [1.302, -0.874, -0.206], [0.125, -1.560, -0.299], [0.208, -1.067, 0.726]],
  "lowdin_charge": [-0.9398, -0.0892, -0.0360, -0.0095, -0.0541, -0.2984, -0.1968, -0.0280, -0.0261, 0.0583, 0.1481, 0.0489, 0.1130, 0.1528, 0.1413, 0.1159, 0.1828, 0.0650, 0.0630, 0.1333, 0.1235, 0.1014, 0.1221, 0.0247, 0.0838]
}

Entry 6:
{
  "formula": "C3H8NO",
  "method": "ωB97M-V with the def2-TZVPD basis set",
  "e_above_lowest_kj_mol": 162.63,
  "spin_multiplicity": 2,
  "gap_ev": [8.7, 9.7],
  "e_tot_ev": -6774.381,
  "s_squared": 0.7532,
  "homo_ev": [-7.77, -8.90],
  "elements": ["C", "N", "H", "H", "H", "H", "C", "C", "O", "H", "H", "H", "H"],
  "coordinates": [[2.89628, -0.35473, -0.91462], [2.11745, 0.38363, -0.03439], [2.34096, -1.06159, -1.53917], [3.95409, -0.53947, -0.82053], [1.40910, 0.96005, -0.45088], [1.73526, -0.05061, 0.78856], [-2.93955, -0.18544, 0.29598], [-1.77954, 0.45616, 0.51155], [-0.62020, -0.19190, 0.16309], [-3.88789, 0.31414, 0.21260], [-2.97805, -1.22439, 0.61141], [-1.62460, 1.43567, 0.93225], [-0.92109, -0.92282, -0.39827]],
  "forces_ev_per_angstrom": [[-1.043, -1.049, -0.507], [0.929, 1.141, 0.516], [0.385, 0.224, -0.460], [0.122, 0.237, 0.514], [-0.231, -0.293, -0.272], [0.186, -0.237, 0.138], [-0.126, 0.514, 1.214], [-0.289, -1.059, -0.998], [-0.356, 0.131, 0.848], [-0.123, 0.294, 0.554], [0.159, -0.368, -1.200], [0.064, 0.415, -0.543], [0.323, 0.049, 0.194]],
  "lowdin_spin": [0.7064, 0.1563, 0.0476, 0.0466, 0.0141, 0.0275, 0.0001, 0.0000, 0.0014, 0.0000, 0.0000, 0.0000, 0.0000]
}